1.
ORCA calculation (ωB97M-V with the def2-TZVPD basis set) on one molecule with the formula C20H28N2O4S in a non-equilibrium geometry.

max |F|	1.2	eV/A
energy above the lowest of the compared OMol25 structures with the same formula, charge and spin	58.73	kJ/mol
structure (SMILES)	CCOCCCNS(=O)(=O)c1cc2[nH]c3c(c2cc1C)C(=O)CC(C)(C)C3
highest occupied orbital energy	-8.5020	eV
M	392.52	g/mol
calculated total energy	-1587.58814	Ha

Positions of all 55 atoms, in Å:
C (0.420122, 2.460249, 2.218619)
C (1.711022, 3.258728, 2.124822)
O (1.718442, 3.953942, 0.891534)
C (2.952213, 4.584571, 0.591964)
C (2.963383, 4.940147, -0.894584)
C (3.233769, 3.719254, -1.776515)
N (2.353299, 2.598074, -1.456073)
S (3.200773, 1.257457, -0.886543)
O (4.098609, 0.839425, -1.923039)
O (3.799695, 1.554059, 0.393295)
C (1.893874, 0.050720, -0.672645)
C (0.648874, 0.332857, -1.195068)
C (-0.347363, -0.609194, -0.997113)
N (-1.667763, -0.612066, -1.385180)
C (-2.256995, -1.757441, -0.958572)
C (-1.336347, -2.530321, -0.279764)
C (-0.097568, -1.808705, -0.290046)
C (1.175704, -2.071321, 0.202505)
C (2.183327, -1.141199, 0.007141)
C (3.572592, -1.395257, 0.493106)
C (-1.674557, -3.809504, 0.312449)
O (-0.913559, -4.489011, 0.968527)
C (-3.096311, -4.258529, 0.000476)
C (-4.123536, -3.120546, -0.088076)
C (-5.490076, -3.696783, -0.463946)
C (-4.229408, -2.410136, 1.263090)
C (-3.678004, -2.120251, -1.172844)
H (-0.435625, 3.120847, 2.102580)
H (0.361970, 1.967855, 3.184943)
H (0.390737, 1.704404, 1.436458)
H (1.780702, 3.980149, 2.953258)
H (2.577764, 2.586221, 2.169009)
H (3.058763, 5.491265, 1.206977)
H (3.781642, 3.903781, 0.822906)
H (3.729608, 5.692391, -1.082976)
H (1.989061, 5.362671, -1.147990)
H (4.267965, 3.383646, -1.654119)
H (3.085145, 3.977745, -2.830905)
H (1.716381, 2.888655, -0.716944)
H (0.481390, 1.244899, -1.742740)
H (-2.119362, 0.121764, -1.906211)
H (1.364531, -2.996033, 0.724424)
H (3.832432, -0.684386, 1.275624)
H (4.280587, -1.244677, -0.320177)
H (3.667293, -2.407016, 0.878730)
H (-3.398958, -4.985852, 0.755517)
H (-3.051136, -4.781682, -0.960066)
H (-5.831144, -4.392011, 0.298887)
H (-6.227281, -2.901763, -0.554268)
H (-5.440505, -4.228283, -1.411904)
H (-3.275423, -1.973919, 1.548674)
H (-4.524731, -3.115536, 2.035705)
H (-4.974801, -1.618377, 1.221458)
H (-4.312794, -1.230662, -1.155385)
H (-3.788423, -2.585313, -2.158979)

Forces on the atoms, in the same order (eV/Å):
C 0.35 0.30 -0.10
C -0.05 -0.18 0.35
O -0.20 -0.03 -0.19
C 0.25 0.34 -0.01
C -0.08 -0.46 0.30
C 0.44 0.32 -0.38
N -0.04 -1.10 0.35
S -0.44 0.41 -0.28
O 0.00 -0.03 -0.22
O -0.20 -0.10 0.07
C 0.10 0.62 -0.15
C -0.28 0.00 -0.10
C 0.73 -0.30 0.40
N -0.33 0.12 -0.18
C 0.13 -0.33 0.18
C 0.06 0.36 -0.19
C -0.19 0.36 -0.26
C 0.12 0.26 -0.11
C 0.07 -0.18 0.16
C 0.15 -0.08 0.19
C -0.47 -0.04 -0.16
O 0.15 0.01 0.05
C 0.01 -0.06 0.13
C -0.16 0.00 -0.05
C 0.27 0.11 0.03
C 0.04 -0.08 -0.16
C -0.08 -0.11 0.04
H -0.12 0.03 0.02
H -0.04 -0.09 0.09
H -0.03 -0.12 -0.05
H 0.01 -0.06 -0.09
H -0.10 0.14 0.03
H 0.00 -0.12 -0.06
H -0.07 0.10 0.01
H -0.04 0.03 -0.05
H 0.01 0.14 -0.01
H 0.03 0.24 -0.11
H 0.16 -0.01 0.13
H -0.09 -0.09 0.16
H -0.07 0.08 -0.09
H 0.00 -0.10 0.07
H 0.08 -0.08 0.06
H 0.08 -0.08 0.06
H 0.15 -0.11 0.03
H 0.03 -0.05 -0.02
H 0.03 -0.02 -0.01
H -0.02 -0.06 -0.05
H -0.06 -0.09 0.09
H -0.12 0.09 -0.01
H -0.01 -0.07 -0.12
H 0.06 0.08 0.11
H -0.04 -0.08 0.11
H -0.09 0.10 0.01
H -0.05 0.01 -0.02
H -0.03 0.03 -0.02

Here are the natural (NBO) charges for atoms 1 to 5, given in e: -0.624 -0.066 -0.573 -0.075 -0.433

=====

2.
ORCA calculation (ωB97M-V with the def2-TZVPD basis set) on one molecule with the formula C20H28N2O5.

max |F|	0.6	eV/A
energy above the lowest of the compared OMol25 structures with the same formula, charge and spin	126.87	kJ/mol
structure (SMILES)	CCOc1ccc(C(=O)NCC(=O)OCC(=O)N2[C@H](C)CCC[C@@H]2C)cc1
highest occupied orbital energy	-8.7860	eV
M	376.45	g/mol
calculated total energy	-1264.67332	Ha

Positions of all 55 atoms, in Å:
C (5.292345, 2.326210, -0.354481)
C (6.029936, 0.993521, -0.263024)
O (5.411250, -0.023266, -1.027884)
C (4.288381, -0.629912, -0.573000)
C (3.719753, -1.565203, -1.444682)
C (2.577605, -2.251701, -1.100786)
C (1.971337, -2.031665, 0.135528)
C (0.724673, -2.703011, 0.580321)
O (0.431944, -2.837136, 1.754414)
N (-0.084782, -3.161373, -0.419981)
C (-1.452227, -3.517886, -0.133169)
C (-2.374027, -2.457623, -0.727029)
O (-2.111127, -1.850992, -1.730680)
O (-3.457746, -2.277875, 0.020646)
C (-4.416073, -1.306414, -0.412326)
C (-3.831187, 0.001965, -0.971987)
O (-4.258640, 0.414668, -2.032383)
N (-2.882568, 0.645361, -0.259607)
C (-2.568175, 0.362822, 1.133793)
C (-3.293459, 1.323471, 2.085565)
C (-1.053074, 0.354783, 1.364696)
C (-0.371511, 1.587977, 0.788228)
C (-0.697915, 1.679050, -0.696513)
C (-2.205590, 1.744144, -0.947997)
C (-2.808420, 3.113799, -0.633124)
C (2.554619, -1.121984, 1.011416)
C (3.691566, -0.417807, 0.667654)
H (4.286033, 2.244177, 0.049096)
H (5.219980, 2.635965, -1.393937)
H (5.835803, 3.084014, 0.202977)
H (6.143138, 0.678029, 0.781162)
H (7.026795, 1.091129, -0.701765)
H (4.204907, -1.733295, -2.393215)
H (2.178001, -2.982088, -1.788482)
H (0.075196, -2.836914, -1.363168)
H (-1.699663, -4.488636, -0.577035)
H (-1.574114, -3.572375, 0.951210)
H (-5.054588, -1.118251, 0.453554)
H (-5.017944, -1.732960, -1.221020)
H (-2.932450, -0.639163, 1.368125)
H (-2.823832, 2.300355, 2.114899)
H (-4.329364, 1.447319, 1.778223)
H (-3.277164, 0.910283, 3.091297)
H (-0.863440, 0.268457, 2.435269)
H (-0.630798, -0.528447, 0.882920)
H (-0.700519, 2.488528, 1.307763)
H (0.708546, 1.502990, 0.924294)
H (-0.231076, 2.558718, -1.141680)
H (-0.298604, 0.793933, -1.197510)
H (-2.386761, 1.555367, -2.012300)
H (-2.548420, 3.464779, 0.360182)
H (-3.890520, 3.063923, -0.719403)
H (-2.441876, 3.837838, -1.356607)
H (2.091819, -0.970358, 1.975123)
H (4.104024, 0.282735, 1.376409)

Forces on the atoms, in the same order (eV/Å):
C 0.07 -0.41 -0.05
C 0.12 0.44 0.20
O -0.18 -0.23 -0.15
C -0.19 -0.21 -0.09
C 0.18 0.17 -0.02
C -0.04 0.09 0.17
C 0.25 0.21 0.16
C -0.06 -0.25 -0.11
O 0.01 0.13 0.18
N -0.10 -0.07 -0.28
C -0.08 0.05 0.09
C 0.56 -0.28 0.00
O -0.13 -0.08 -0.09
O -0.22 -0.16 0.29
C -0.18 0.17 -0.44
C -0.24 -0.23 0.18
O -0.27 0.00 -0.19
N 0.25 0.04 -0.08
C -0.06 -0.08 0.46
C 0.12 -0.20 -0.08
C -0.12 0.08 -0.02
C 0.00 -0.17 -0.13
C -0.13 0.06 0.13
C 0.16 0.20 -0.41
C 0.04 -0.23 -0.09
C -0.21 -0.23 -0.13
C 0.30 0.18 -0.04
H -0.07 0.05 0.05
H 0.00 0.06 -0.08
H 0.04 0.11 0.07
H 0.03 -0.03 -0.12
H -0.11 -0.04 0.14
H 0.06 -0.03 -0.11
H -0.03 -0.07 -0.08
H 0.04 0.08 0.14
H -0.08 0.10 0.09
H -0.01 -0.05 -0.21
H 0.09 -0.03 -0.07
H 0.12 0.14 0.15
H 0.05 0.16 -0.09
H 0.02 0.15 0.02
H -0.11 0.04 0.01
H 0.00 0.00 0.14
H 0.01 -0.09 0.03
H 0.01 -0.05 0.03
H 0.04 0.09 0.07
H 0.01 0.06 0.06
H 0.02 0.01 -0.07
H 0.04 -0.02 -0.06
H 0.06 0.05 0.26
H 0.01 0.08 0.12
H -0.11 0.04 0.00
H 0.04 0.12 -0.06
H -0.04 0.00 0.08
H 0.06 0.08 0.02

Here are the natural (NBO) charges for atoms 1 to 5, given in e: -0.638 -0.064 -0.487 0.316 -0.260

=====

3.
ORCA calculation (ωB97M-V with the def2-TZVPD basis set) on one molecule with the formula C20H28N2O5.

max |F|	0.7	eV/A
energy above the lowest of the compared OMol25 structures with the same formula, charge and spin	44.03	kJ/mol
structure (SMILES)	CCCCOC(=O)Cn1c(=O)n(CC(=O)OCCCC)c2cc(C)ccc21
highest occupied orbital energy	-7.9055	eV
M	376.45	g/mol
calculated total energy	-1264.70487	Ha

Positions of all 55 atoms, in Å:
C (-6.565376, -0.204134, 1.317184)
C (-5.853787, -0.877569, 0.150823)
C (-4.620503, -1.649995, 0.614308)
C (-3.879844, -2.301230, -0.550197)
O (-3.386316, -1.324525, -1.472343)
C (-2.216780, -0.756281, -1.183893)
O (-1.544805, -1.005625, -0.221918)
C (-1.847621, 0.258057, -2.263669)
N (-0.659870, 0.978940, -1.923557)
C (0.558606, 0.730196, -2.521930)
O (0.759563, 0.009971, -3.475050)
N (1.488830, 1.507402, -1.865299)
C (2.895101, 1.431986, -2.123706)
C (3.660042, 0.732961, -1.000696)
O (4.833853, 0.893127, -0.795235)
O (2.856032, -0.054039, -0.300284)
C (3.429604, -0.809708, 0.765985)
C (4.045175, -2.108015, 0.253286)
C (4.577345, -2.965153, 1.398221)
C (5.197261, -4.258291, 0.883413)
C (0.879992, 2.171615, -0.819220)
C (1.386549, 3.028017, 0.137748)
C (0.504941, 3.560735, 1.071872)
C (0.997763, 4.501832, 2.130618)
C (-0.847447, 3.225797, 1.023231)
C (-1.363352, 2.365131, 0.067442)
C (-0.482901, 1.837526, -0.855625)
H (-5.901430, 0.497303, 1.817601)
H (-6.889582, -0.945098, 2.044558)
H (-7.439758, 0.339596, 0.968096)
H (-5.552065, -0.124069, -0.579650)
H (-6.540979, -1.564624, -0.348080)
H (-4.914877, -2.435458, 1.312504)
H (-3.934070, -0.978000, 1.133705)
H (-3.036872, -2.892117, -0.178398)
H (-4.549781, -2.931648, -1.138058)
H (-2.691759, 0.935967, -2.425608)
H (-1.642797, -0.282789, -3.194102)
H (3.327242, 2.425463, -2.279829)
H (3.020954, 0.841868, -3.039177)
H (2.600865, -1.009637, 1.448243)
H (4.189417, -0.200413, 1.267000)
H (4.859526, -1.863588, -0.432111)
H (3.285415, -2.660242, -0.303789)
H (5.327016, -2.398214, 1.954174)
H (3.760435, -3.199649, 2.084245)
H (5.571444, -4.857755, 1.709715)
H (6.025517, -4.042446, 0.212639)
H (4.460031, -4.844327, 0.339503)
H (2.437561, 3.272483, 0.165908)
H (0.582433, 5.497151, 1.974452)
H (0.687093, 4.163470, 3.117577)
H (2.081792, 4.574755, 2.112128)
H (-1.512845, 3.650580, 1.760213)
H (-2.411980, 2.112726, 0.055055)

Forces on the atoms, in the same order (eV/Å):
C 0.02 -0.06 -0.25
C 0.12 -0.01 0.28
C -0.01 0.09 -0.57
C 0.02 -0.33 0.60
O -0.18 0.17 -0.34
C 0.21 0.16 -0.08
O 0.02 -0.03 0.03
C 0.07 -0.12 0.06
N -0.06 -0.12 -0.03
C -0.02 -0.03 -0.39
O 0.10 -0.33 -0.20
N -0.03 0.06 -0.08
C 0.09 -0.11 0.02
C 0.02 0.28 -0.17
O 0.07 -0.02 -0.04
O -0.33 -0.07 -0.13
C 0.41 -0.34 0.24
C -0.11 0.27 0.23
C -0.02 0.00 -0.28
C -0.07 0.16 0.19
C -0.52 0.17 0.25
C -0.08 -0.18 -0.17
C -0.14 -0.02 0.05
C -0.05 0.03 -0.01
C 0.14 0.09 0.07
C 0.13 -0.16 -0.25
C 0.32 0.42 0.37
H 0.04 0.09 0.09
H -0.06 -0.04 0.12
H -0.10 0.08 0.06
H -0.04 -0.03 -0.07
H -0.01 0.00 -0.10
H 0.03 -0.04 0.07
H 0.03 -0.05 0.09
H -0.14 0.03 -0.13
H 0.08 0.05 0.04
H 0.07 -0.09 -0.02
H -0.11 0.10 0.11
H -0.01 -0.17 0.04
H 0.02 0.12 0.13
H 0.09 0.05 -0.06
H -0.15 -0.07 -0.02
H -0.02 -0.01 -0.05
H -0.01 -0.02 -0.05
H -0.02 0.03 0.09
H 0.00 0.04 0.09
H 0.06 -0.12 0.02
H 0.10 -0.03 -0.09
H -0.04 -0.10 -0.07
H 0.15 0.05 0.02
H 0.03 0.09 0.05
H 0.03 0.03 0.10
H 0.08 0.04 0.05
H -0.08 0.04 0.09
H -0.14 -0.04 0.01

Here are the natural (NBO) charges for atoms 1 to 5, given in e: -0.600 -0.395 -0.423 -0.073 -0.509

=====

no.,lowest unoccupied orbital energy (eV)
1,0.39
2,0.67
3,0.73